1.
Here is C13H15Cl2NO3 in the gas phase from OMol25. Energies are from wB97M-V/def2-TZVPD.

Results
Orbital gap (eV): 9.46
ΔE to the lowest compared entry with this formula, charge and spin (kJ/mol): 86.7
SMILES: CC(C)N1C[C@H](COc2ccc(Cl)cc2Cl)OC1=O
Total charge: 0

The geometry in XYZ format:
```
34
Properties=species:S:1:pos:R:3:forces:R:3
C 5.25081 1.76646 0.77007 -0.06 -0.30 0.04
C 4.51993 0.52178 1.27028 0.15 0.02 0.19
C 3.71592 0.81691 2.53486 0.18 -0.15 -0.20
N 3.66692 -0.03462 0.24002 -0.33 0.02 -0.14
C 2.58345 0.66969 -0.39930 0.00 0.21 -0.12
C 2.01472 -0.42551 -1.31721 -0.63 0.37 0.14
C 0.69665 -1.00078 -0.77936 0.44 -0.32 -0.10
O -0.24190 0.04977 -0.77572 -0.14 0.07 -0.03
C -1.51354 -0.20526 -0.37373 -0.15 0.16 0.02
C -2.00044 -1.44089 0.03549 0.26 0.10 -0.10
C -3.32199 -1.58803 0.42429 -0.16 0.17 0.00
C -4.17117 -0.49610 0.40882 0.32 -0.02 -0.08
Cl -5.81697 -0.67524 0.89115 -0.26 -0.03 0.08
C -3.71117 0.75066 0.00842 0.10 -0.16 0.01
C -2.39256 0.88736 -0.37686 0.13 -0.26 0.02
Cl -1.79464 2.42286 -0.87388 0.00 0.25 -0.05
O 2.99183 -1.44802 -1.33046 0.05 -0.37 -0.15
C 3.91471 -1.22928 -0.34864 0.15 0.06 0.26
O 4.78635 -2.00481 -0.07729 0.19 -0.33 -0.12
H 5.97847 2.08492 1.51096 0.07 0.10 0.07
H 5.77515 1.54901 -0.15719 0.07 0.02 -0.09
H 4.55297 2.58358 0.60052 -0.05 0.13 -0.03
H 5.25028 -0.26832 1.47823 -0.13 0.14 -0.03
H 4.38880 1.10886 3.33595 0.04 0.08 0.12
H 3.16751 -0.06732 2.84998 -0.06 -0.07 0.06
H 3.01189 1.62869 2.36572 -0.10 0.11 0.02
H 1.83556 1.01178 0.31976 0.01 0.04 -0.08
H 2.94666 1.53095 -0.97100 -0.09 -0.02 0.06
H 1.85992 -0.07529 -2.34196 0.04 -0.01 0.17
H 0.37470 -1.82323 -1.42947 -0.01 0.06 0.09
H 0.85714 -1.38888 0.23603 -0.02 0.01 -0.06
H -1.35366 -2.30271 0.05398 0.10 -0.08 -0.01
H -3.68618 -2.55292 0.73800 -0.06 -0.08 0.03
H -4.36911 1.60416 -0.00322 -0.05 0.08 0.00
```
Positions in Å, forces in eV/Å.

How positive or negative is each atom? The natural (NBO) charges in e answer that: C -0.62; C -0.04; C -0.61; N -0.46; C -0.23; C 0.08; C -0.08; O -0.51; C 0.35; C -0.30; C -0.20; C -0.06; Cl 0.02; C -0.23; C -0.10; Cl 0.03; O -0.49; C 0.89; O -0.62; H 0.22; H 0.22; H 0.20; H 0.24; H 0.22; H 0.22; H 0.20; H 0.21; H 0.20; H 0.20; H 0.19; H 0.18; H 0.23; H 0.23; H 0.24

2.
Here is a molecular structure, C13H15Cl5O3PdS4 from OMol25. Energies are from wB97M-V/def2-TZVPD.

Results
Orbital gap (eV): 7.30
ΔE to the lowest compared entry with this formula, charge and spin (kJ/mol): 141.7
Total charge: 0

The geometry in XYZ format:
```
41
Properties=species:S:1:pos:R:3:forces:R:3
Pd -0.02110 -0.71130 -1.38000 -0.58 1.68 0.25
C 2.39150 0.39770 2.85330 -0.03 0.58 -0.19
C 0.91900 0.06470 2.98400 0.03 -0.37 -0.60
S 0.06300 -0.33330 1.38980 -0.22 0.45 0.84
C -1.02000 1.11870 1.21030 0.29 -0.23 -0.04
C -0.33690 2.34850 0.63770 0.02 0.14 -0.44
S 0.45170 2.04360 -0.99690 -0.29 0.09 0.53
C 2.19800 2.46020 -0.65260 -0.38 -0.42 0.00
C 2.91410 1.53050 0.30490 0.17 -0.10 0.39
S 2.70900 2.01230 2.06410 0.17 -0.28 -0.03
H 2.93290 -0.36030 2.29060 0.05 -0.09 0.11
H 2.82240 0.48330 3.85140 0.08 -0.13 -0.01
H 0.37760 0.88660 3.44570 -0.07 -0.01 0.04
H 0.80320 -0.83340 3.59020 -0.06 0.03 0.10
H -1.43530 1.33700 2.19490 -0.13 0.03 -0.07
H -1.82060 0.78290 0.54830 -0.03 0.09 0.16
H 0.43650 2.71470 1.31090 -0.14 0.01 -0.08
H -1.07900 3.13100 0.47680 -0.02 0.03 0.06
H 2.21730 3.49200 -0.30220 0.03 0.07 -0.14
H 2.66790 2.39940 -1.63470 0.00 0.09 0.02
H 3.98390 1.55890 0.09990 0.00 -0.06 -0.08
H 2.55660 0.51030 0.17120 0.15 0.20 0.08
C 1.98250 -2.89190 -0.50180 -0.10 0.42 -0.73
S 2.08200 -1.97240 -2.07620 1.84 -1.94 0.54
O 0.80210 -2.20640 -2.76770 -0.81 -0.07 -0.04
O 3.24250 -2.43250 -2.77360 -0.17 0.08 0.00
O 2.16000 -0.55550 -1.64980 -1.04 0.23 0.06
H 1.99050 -3.95040 -0.72780 -0.03 -0.15 -0.10
H 1.06800 -2.61220 0.03050 0.25 -0.14 -0.09
H 2.86660 -2.62480 0.06510 0.11 0.06 0.10
Cl -1.70600 0.97350 -3.18190 -0.54 0.44 -0.56
C -2.73540 0.08750 -2.12070 0.62 -0.37 0.24
C -2.05220 -0.81380 -1.30980 0.31 0.06 -0.33
C -2.81130 -1.64730 -0.49920 0.77 0.13 -0.22
Cl -1.89960 -2.79590 0.39670 -0.36 -0.63 0.28
C -4.19700 -1.56300 -0.43720 -0.02 0.22 -0.15
Cl -5.10340 -2.59450 0.59140 0.10 -0.05 0.02
C -4.84400 -0.60480 -1.22430 0.11 -0.01 0.00
Cl -6.54950 -0.45970 -1.15350 -0.14 0.02 0.01
C -4.11540 0.22900 -2.07990 0.02 -0.20 0.20
Cl -4.91200 1.40130 -3.03800 0.03 0.09 -0.15
```
Positions in Å, forces in eV/Å.

How positive or negative is each atom? The natural (NBO) charges in e answer that: Pd 0.83; C -0.53; C -0.51; S 0.15; C -0.53; C -0.56; S 0.23; C -0.52; C -0.55; S 0.16; H 0.22; H 0.23; H 0.22; H 0.23; H 0.23; H 0.24; H 0.25; H 0.23; H 0.23; H 0.25; H 0.23; H 0.26; C -0.88; S 2.36; O -0.97; O -0.93; O -0.99; H 0.25; H 0.23; H 0.24; Cl 0.06; C -0.13; C -0.14; C -0.12; Cl 0.05; C -0.09; Cl 0.07; C -0.08; Cl 0.07; C -0.09; Cl 0.07

3.
Here is a gas-phase ion, C13H15ClNOS (charge +1) from OMol25. Energies are from wB97M-V/def2-TZVPD.

Results
Orbital gap (eV): 8.83
SMILES: C[N@+]1(CCO)Cc2sc3ccc(Cl)cc3c2C1
Total charge: +1

The geometry in XYZ format:
```
32
Properties=species:S:1:pos:R:3:forces:R:3
C -0.20926 1.77340 2.70462 -2.29 0.78 -1.64
N 0.47240 0.93279 1.66698 -1.58 0.91 0.60
C 1.58205 0.29127 2.31204 2.52 -1.92 0.79
C 2.19478 -0.90771 1.61089 -0.80 -2.94 -0.56
O 3.17106 -1.52918 2.46498 -1.38 2.34 0.78
C 0.96435 1.79501 0.56037 0.44 -0.43 -4.12
C 0.37783 1.11845 -0.68051 -1.05 0.97 -0.46
S 0.21062 1.55821 -2.40797 1.58 0.67 1.12
C -0.78813 0.18607 -2.68542 0.86 1.92 -3.57
C -1.18053 -0.21542 -3.99880 -0.25 0.93 0.15
C -2.08393 -1.24927 -4.19612 0.60 0.45 1.56
C -2.56944 -1.87543 -2.99806 0.66 0.86 0.36
Cl -3.82790 -3.11489 -3.04146 0.97 0.68 -0.02
C -2.05624 -1.44094 -1.74018 -1.37 -2.84 0.41
C -1.15701 -0.39989 -1.55751 -0.65 -1.76 3.24
C -0.47196 0.16094 -0.31906 -0.28 -1.08 -3.45
C -0.46937 -0.08652 1.11702 -1.78 -1.20 -0.84
H -0.77366 1.26413 3.42884 0.02 -1.70 0.99
H -1.03061 2.42717 2.33410 0.92 -0.35 -0.81
H 0.49370 2.37265 3.14369 1.86 1.46 1.16
H 2.41605 0.94805 2.25422 0.42 1.09 0.87
H 1.37139 -0.01924 3.31377 -0.41 0.19 0.69
H 2.55245 -0.52312 0.65234 0.41 -0.58 -0.14
H 1.45229 -1.77137 1.44783 0.90 1.49 -0.24
H 3.80911 -2.05069 2.01813 0.73 -0.61 -1.07
H 2.03539 1.83778 0.29074 -0.08 -0.18 1.57
H 0.57973 2.78112 0.53917 -0.35 1.05 0.88
H -0.89720 0.41716 -4.87299 0.07 -0.75 0.86
H -2.27973 -1.46162 -5.23840 -0.67 -0.53 0.31
H -2.27384 -2.09679 -0.86337 -0.30 0.70 -0.78
H -1.53107 -0.05631 1.40057 0.50 0.55 1.01
H -0.08332 -1.06580 1.33956 -0.25 -0.19 0.35
```
Positions in Å, forces in eV/Å.

How positive or negative is each atom? The natural (NBO) charges in e answer that: C -0.40; N -0.20; C -0.25; C -0.07; O -0.71; C -0.26; C -0.17; S 0.43; C -0.18; C -0.19; C -0.20; C -0.02; Cl 0.04; C -0.20; C -0.11; C -0.01; C -0.26; H 0.24; H 0.25; H 0.23; H 0.24; H 0.25; H 0.18; H 0.18; H 0.50; H 0.26; H 0.25; H 0.24; H 0.25; H 0.23; H 0.25; H 0.24

4.
Here is a molecular structure, C13H15ErN4S2 from OMol25. Energies are from wB97M-V/def2-TZVPD.

Results
Orbital gap (alpha / beta) (eV): 7.61 / 7.69
2S+1: 4
⟨S²⟩: 3.7532
Total charge: +2

The geometry in XYZ format:
```
35
Properties=species:S:1:pos:R:3:forces:R:3
C -0.34450 3.24135 -0.27167 0.40 -0.26 -0.29
C 0.98782 3.06155 -0.38832 -0.43 -0.12 0.23
H -0.84539 3.19201 0.70598 0.23 0.10 -0.42
H -0.94770 3.51846 -1.14523 0.15 -0.11 0.37
H 1.51834 3.15479 -1.34730 -0.33 0.12 0.36
H 1.60790 2.85344 0.49509 -0.48 0.44 -0.57
Er -0.05470 0.16959 -0.67074 -1.18 0.65 -0.47
C -1.55334 -0.66792 -2.41930 0.72 0.12 -0.71
C -0.69954 0.30177 -3.07161 -0.22 -0.89 0.24
C 0.61612 -1.50974 -2.42564 -0.28 0.68 -0.25
C -0.72484 -1.77191 -2.01480 -0.25 -0.06 -0.36
H -1.01440 1.27345 -3.45451 0.08 -0.39 -0.06
H 1.51285 0.27341 -3.49307 -0.32 -0.22 0.03
H 1.48455 -2.16531 -2.30448 -0.45 0.25 0.01
C 0.63426 -0.21804 -3.07123 -0.51 -0.37 0.37
H -1.05590 -2.63012 -1.40548 0.40 0.44 -0.79
H -2.63208 -0.54156 -2.25385 0.54 -0.10 -0.15
N 3.30052 1.17126 0.21281 -0.83 -0.32 1.52
C 2.46240 0.82433 1.23108 0.19 -0.64 0.49
N 1.24385 0.32284 1.04142 1.20 0.11 0.69
C 0.56748 -0.03681 2.22199 2.02 0.32 0.71
C 1.33731 0.19222 3.33631 -0.83 -0.06 -0.93
S 2.87665 0.90744 2.92611 -0.60 -0.23 -0.52
C -0.67918 -0.78262 2.12588 -1.68 -1.73 0.96
C -1.27797 -1.41825 3.19527 0.89 0.71 -1.04
S -2.53631 -2.49218 2.69108 0.59 0.82 -1.04
C -2.23282 -2.02164 0.98689 -0.25 -0.47 1.24
N -1.25046 -1.13004 0.85020 0.11 0.33 0.67
N -2.99388 -2.61702 0.03780 0.82 0.67 0.84
H 4.21261 1.50614 0.44815 0.40 0.12 -0.21
H 3.03066 1.08428 -0.74823 0.16 -0.04 -0.12
H 1.04343 -0.08108 4.34203 0.39 0.28 -0.02
H -0.92851 -1.33242 4.22767 -0.43 -0.23 -0.42
H -3.62913 -3.34420 0.31222 -0.18 -0.04 -0.02
H -3.03608 -2.28748 -0.90251 -0.02 0.11 -0.32
```
Positions in Å, forces in eV/Å.

How positive or negative is each atom? The natural (NBO) charges in e answer that: C -0.40; C -0.40; H 0.23; H 0.24; H 0.23; H 0.22; Er 2.01; C -0.41; C -0.36; C -0.34; C -0.36; H 0.27; H 0.27; H 0.28; C -0.36; H 0.26; H 0.26; N -0.77; C 0.29; N -0.75; C 0.08; C -0.38; S 0.53; C 0.13; C -0.39; S 0.49; C 0.34; N -0.71; N -0.76; H 0.44; H 0.41; H 0.28; H 0.27; H 0.44; H 0.42

Which energy belongs to each record? In order, -1705.26611, -4751.64452, -1492.41418, -2534.31951 Eh.